(1)
# C20H38Cl16O2

A molecular structure, C20H38Cl16O2 in a non-equilibrium geometry (wB97M-V/def2-TZVPD, the OMol25 dataset).

Last column: Mulliken charge in e.
Cartesian coordinates (Å):
1 O -15.8720 27.2305 -22.2405  -0.92
2 C -14.7438 27.1267 -21.7721  0.61
3 O -13.6615 27.5466 -22.5062  -0.82
4 C -12.4649 27.3457 -21.7671  -1.17
5 C -12.8200 26.7441 -20.4390  2.53
6 C -14.2884 26.8184 -20.3818  0.17
7 H -12.0577 28.3284 -21.5290  -0.37
8 H -11.7310 26.6758 -22.2151  0.37
9 H -12.3110 26.9707 -19.5021  -0.14
10 H -12.6459 25.6752 -20.5622  -0.72
11 H -14.7524 27.5754 -19.7495  0.73
12 H -14.6642 25.8452 -20.0657  -2.13
13 Cl -12.1298 26.3695 -27.8620  -0.21
14 C -12.0687 26.1854 -26.1731  -0.28
15 C -11.4423 27.3674 -25.4724  -0.11
16 Cl -11.2079 27.0657 -23.6535  -0.11
17 H -11.5812 25.2211 -26.0298  0.35
18 H -13.0716 25.9480 -25.8180  0.13
19 H -12.1668 28.1757 -25.5714  -0.17
20 H -10.4751 27.7049 -25.8448  0.44
21 Cl -13.7980 29.6670 -24.8816  -0.26
22 C -15.1812 29.3996 -23.8645  1.20
23 C -15.9796 28.1278 -24.1293  0.24
24 Cl -16.8693 28.3364 -25.6782  -0.27
25 H -15.6983 30.3539 -23.9650  0.61
26 H -14.6874 29.3679 -22.8933  -1.72
27 H -16.6963 27.7831 -23.3840  -0.15
28 H -15.2651 27.3286 -24.3263  0.06
29 Cl -13.6538 21.6855 -19.3315  -0.12
30 C -11.9755 21.8215 -19.8550  -0.69
31 C -11.4587 23.3049 -19.7888  0.05
32 Cl -12.6317 24.4010 -20.5420  0.45
33 H -11.8745 21.6777 -20.9308  0.28
34 H -11.4126 21.0441 -19.3385  0.52
35 H -10.5167 23.4840 -20.3071  1.06
36 H -11.4391 23.6244 -18.7469  -0.54
37 Cl -17.1867 25.0214 -19.8280  -0.21
38 C -17.5171 26.0880 -21.2404  -0.07
39 C -19.0020 26.1706 -21.5898  -0.42
40 Cl -18.9385 26.4383 -23.3602  -0.16
41 H -16.8366 25.8909 -22.0688  -0.11
42 H -17.2109 27.0830 -20.9173  0.23
43 H -19.4833 26.9458 -20.9934  0.36
44 H -19.4864 25.2177 -21.3767  0.35
45 Cl -12.5115 24.2660 -16.4759  -0.27
46 C -13.6885 24.5951 -17.8410  0.75
47 C -14.8405 25.6648 -17.5525  0.09
48 Cl -14.1487 27.3134 -17.5323  -0.15
49 H -14.0164 23.6036 -18.1533  -0.19
50 H -13.0994 25.1163 -18.5956  -0.14
51 H -15.3543 25.5429 -16.5989  0.55
52 H -15.6215 25.7531 -18.3077  -0.34
53 Cl -11.7490 29.5717 -19.4297  -0.05
54 C -12.1038 30.6407 -20.7831  -0.70
55 C -13.4565 30.3767 -21.4410  2.00
56 Cl -14.8856 30.5308 -20.4070  -0.20
57 H -11.4750 30.4331 -21.6489  0.33
58 H -11.9176 31.6225 -20.3478  0.44
59 H -13.3728 29.3444 -21.7806  -1.52
60 H -13.5640 30.9784 -22.3435  0.66
61 Cl -16.3358 22.9102 -18.5353  -0.11
62 C -15.7739 22.2974 -20.0718  -0.31
63 C -15.1408 23.3320 -21.0211  0.78
64 Cl -16.3362 24.1368 -22.0876  -0.23
65 H -16.5476 21.9233 -20.7422  0.53
66 H -15.0624 21.5278 -19.7723  0.07
67 H -14.4024 22.9380 -21.7194  0.73
68 H -14.5806 24.0967 -20.4831  -1.37
69 Cl -10.3771 27.0141 -19.7048  -0.12
70 C -11.1223 26.1152 -18.3015  1.01
71 C -10.0839 25.3355 -17.5940  -0.57
72 Cl -9.2056 24.1467 -18.7097  -0.21
73 H -11.7682 25.3508 -18.7334  -1.64
74 H -11.5818 26.8182 -17.6066  0.45
75 H -10.5507 24.7729 -16.7855  0.34
76 H -9.2661 25.9004 -17.1465  0.47

Net charge: 0
Orbital gap, eV: 8.685
E_tot, a.u.: -8297.673322


(2)
# C20H38Cl2N3O8P

3 unconnected molecules or ions with the total composition C20H38Cl2N3O8P in a non-equilibrium geometry (wB97M-V/def2-TZVPD, the OMol25 dataset).

Last column: Mulliken charge in e.
Cartesian coordinates (Å):
1 C -1.5806 0.6701 -5.3350  -0.48
2 C -0.7744 -0.4348 -4.7425  0.48
3 Cl -0.5978 -1.8455 -5.7593  -0.20
4 C -0.1857 -0.4332 -3.5528  0.27
5 Cl -0.3022 0.9358 -2.4906  -0.30
6 O 0.5751 -1.5288 -3.1859  -0.24
7 P -0.0089 -2.3956 -1.9544  0.73
8 O -1.2746 -1.9080 -1.4490  -0.62
9 O -0.0593 -3.8809 -2.5110  -0.57
10 O 1.1120 -2.4988 -0.7888  -0.14
11 C 1.9376 -1.3379 -0.6892  0.31
12 C 3.0490 -1.3359 -1.4856  -0.10
13 C 3.8400 -0.2121 -1.4265  -0.72
14 C 3.4195 0.7595 -0.5477  -0.21
15 C 2.3032 0.6346 0.2301  -0.70
16 N 1.5250 -0.4448 0.1508  -0.34
17 H -1.9353 1.3655 -4.5817  -0.24
18 H -0.9946 1.2309 -6.0687  0.29
19 H -2.4434 0.2462 -5.8511  0.35
20 H 0.5352 -4.4257 -1.9771  0.34
21 H 3.2725 -2.1601 -2.1467  0.50
22 H 4.7221 -0.0999 -2.0381  0.48
23 H 4.0061 1.6680 -0.4596  0.47
24 H 2.0426 1.4270 0.9206  0.48
25 C -3.2581 6.1768 0.3174  -0.70
26 O -4.0943 5.0630 0.5616  -0.32
27 C -5.4656 5.2740 0.2491  -0.82
28 C -5.8777 4.5257 -1.0044  -0.15
29 N -5.2804 5.1069 -2.2020  -0.32
30 C -5.3897 4.2791 -3.4026  -0.83
31 C -4.7756 2.8799 -3.3887  -0.49
32 O -3.3593 2.8527 -3.3569  -0.41
33 C -2.7754 3.0395 -2.0803  0.39
34 H -2.3055 5.9908 0.8115  0.23
35 H -3.0652 6.3139 -0.7520  0.29
36 H -3.6881 7.0947 0.7282  0.33
37 H -5.7024 6.3397 0.1761  0.40
38 H -6.0391 4.8672 1.0866  0.39
39 H -6.9672 4.5610 -1.1002  0.39
40 H -5.5819 3.4782 -0.8683  0.15
41 H -4.3005 5.2809 -2.0267  0.10
42 H -4.9106 4.8393 -4.2097  0.41
43 H -6.4493 4.1931 -3.6644  0.39
44 H -5.0524 2.4046 -4.3340  0.37
45 H -5.1909 2.2423 -2.6002  0.37
46 H -3.3753 2.5957 -1.2828  0.26
47 H -2.6067 4.1022 -1.8863  0.06
48 H -1.7964 2.5487 -2.0877  -0.41
49 C 5.8094 -2.7001 2.6226  -0.70
50 O 4.5405 -2.1131 2.8295  -0.38
51 C 3.5007 -2.6518 2.0178  -0.35
52 C 2.5490 -3.5115 2.8257  -0.07
53 N 3.1738 -4.7611 3.2492  -0.37
54 C 2.4283 -5.5022 4.2666  -0.73
55 C 2.1374 -4.8232 5.6045  -0.47
56 O 3.2729 -4.6122 6.4243  -0.43
57 C 4.0501 -3.4743 6.1000  -0.51
58 H 6.5525 -2.0620 3.0993  0.26
59 H 5.8762 -3.6953 3.0749  0.29
60 H 6.0458 -2.7706 1.5565  0.31
61 H 3.8999 -3.1956 1.1551  0.48
62 H 2.9377 -1.8015 1.6376  -0.14
63 H 1.6715 -3.7438 2.2147  0.44
64 H 2.2185 -2.9114 3.6821  0.12
65 H 4.0933 -4.5591 3.6166  0.10
66 H 3.0056 -6.4060 4.4770  0.38
67 H 1.4804 -5.8287 3.8265  0.40
68 H 1.4959 -5.5038 6.1704  0.36
69 H 1.5645 -3.8952 5.4921  0.34
70 H 3.4366 -2.6441 5.7426  0.28
71 H 4.8189 -3.7228 5.3641  0.14
72 H 4.5649 -3.1560 7.0072  0.31

SMILES: C/C(Cl)=C(\Cl)O[P@@](=O)(O)Oc1ccccn1.COCCNCCOC.COCCNCCOC
Net charge: 0
Orbital gap, eV: 9.097
E_tot, a.u.: -2812.774725


(3)
# C20H38Cl8F10NO2S

5 unconnected molecules or ions with the total composition C20H38Cl8F10NO2S in a non-equilibrium geometry (wB97M-V/def2-TZVPD, the OMol25 dataset).

Last column: Mulliken charge in e.
Cartesian coordinates (Å):
1 C 2.8918 0.9564 -0.6148  -1.14
2 C 2.2726 2.2178 -1.5158  0.21
3 O 3.0341 2.2654 -2.7971  -0.56
4 C 0.6776 1.7947 -1.7881  0.24
5 O -0.1357 2.9700 -2.1327  -0.49
6 N -1.4499 2.6186 -2.3192  1.10
7 C -1.5668 2.2671 -3.7838  -0.48
8 C -2.7346 1.1980 -4.1757  -0.75
9 C -2.8334 -0.1300 -3.2080  0.25
10 C -1.5249 -1.0586 -3.3475  -1.01
11 C -1.0306 -1.9594 -2.1076  0.92
12 F -0.9193 -3.4037 -2.5448  -0.30
13 F 0.4244 -1.5831 -1.8923  -0.27
14 C -1.7111 -1.7512 -0.6483  0.55
15 F -0.7466 -2.4333 0.3059  -0.28
16 F -1.6480 -0.3148 -0.1761  -0.22
17 S -3.3517 -2.5616 -0.3294  1.24
18 F -4.2284 -1.0913 -0.2591  -0.27
19 F -3.0575 -2.4068 1.3858  -0.33
20 F -2.5791 -4.1085 -0.2183  -0.31
21 F -3.7158 -2.8675 -1.9613  -0.30
22 F -4.8306 -3.3752 0.0744  -0.31
23 C -2.2500 3.8250 -1.8797  -0.72
24 C -3.7941 3.5287 -1.4313  0.28
25 C -3.9713 2.3527 -0.2858  -0.67
26 F -4.7389 3.3321 -2.5942  -0.35
27 H 3.9123 1.2596 -0.1013  0.34
28 H 2.9948 0.0056 -1.3186  0.35
29 H 2.1400 0.6476 0.2574  0.18
30 H 2.3273 3.2277 -0.9269  0.28
31 H 3.8235 1.6489 -2.6888  0.38
32 H 0.3188 1.1962 -0.8489  -0.10
33 H 0.7212 1.0675 -2.7286  -0.07
34 H -1.6068 1.8227 -1.6550  -0.23
35 H -1.8331 3.2849 -4.3484  0.26
36 H -0.5652 1.8922 -4.2832  0.41
37 H -2.4617 0.7827 -5.2616  0.35
38 H -3.8169 1.6327 -4.2674  0.33
39 H -3.1379 0.2431 -2.1494  -0.39
40 H -3.7653 -0.7542 -3.6182  0.40
41 H -0.6307 -0.3591 -3.7188  0.36
42 H -1.7107 -1.7961 -4.2692  0.37
43 H -2.2223 4.7042 -2.6802  0.37
44 H -1.6880 4.2605 -0.9207  0.40
45 H -4.1839 4.5305 -0.9108  0.33
46 H -2.9368 2.0039 0.1692  0.08
47 H -4.5860 2.7992 0.6195  0.41
48 H -4.5965 1.4420 -0.7328  0.13
49 Cl -3.1763 -5.2309 4.7788  -0.19
50 C -2.6671 -5.2040 3.0722  -0.14
51 C -2.0903 -6.5373 2.6237  -0.35
52 Cl -0.5248 -6.8878 3.3984  -0.19
53 H -1.9466 -4.3899 2.9454  0.15
54 H -3.5563 -4.9665 2.4807  0.13
55 H -1.9122 -6.5214 1.5447  0.21
56 H -2.7709 -7.3658 2.8440  0.36
57 Cl 3.7385 3.5944 0.7462  -0.12
58 C 5.2209 4.5814 0.7175  -0.45
59 C 6.4036 3.8249 0.1338  -0.49
60 Cl 6.9453 2.5006 1.1952  -0.17
61 H 5.4232 4.9203 1.7383  0.36
62 H 5.0035 5.4607 0.1040  0.29
63 H 7.2547 4.5011 0.0130  0.37
64 H 6.1659 3.3987 -0.8460  0.26
65 Cl 5.0362 -2.1024 -0.1455  -0.17
66 C 4.3666 -3.1692 1.1140  -0.47
67 C 2.9244 -2.8256 1.4507  -0.28
68 Cl 2.7829 -1.2557 2.2808  -0.12
69 H 5.0131 -3.1025 1.9946  0.33
70 H 4.4240 -4.1906 0.7264  0.33
71 H 2.5107 -3.5790 2.1272  0.35
72 H 2.2976 -2.7928 0.5539  0.06
73 Cl 1.4089 1.6409 4.6045  -0.18
74 C 1.2044 0.0480 5.3749  -0.35
75 C 1.1718 0.1436 6.8920  -0.45
76 Cl 2.7528 0.6049 7.5713  -0.18
77 H 2.0136 -0.6029 5.0294  0.24
78 H 0.2585 -0.3614 5.0085  0.27
79 H 0.9156 -0.8295 7.3206  0.31
80 H 0.4299 0.8720 7.2344  0.32

Net charge: +1
Orbital gap, eV: 6.890
E_tot, a.u.: -6067.806931


> Which formula does entry 1 have?

C20H38Cl16O2


> Number 2 is which compound?

C20H38Cl2N3O8P


> Among the records above, which one has the lowest orbital gap?

C20H38Cl8F10NO2S